No. 1
This record from the Open Molecules 2025 dataset describes a cluster of 18 separate species, C45H35Cl68NS2Si in total. The level of theory is ωB97M-V with the def2-TZVPD basis set.

```
! wB97M-V def2-TZVPD RIJCOSX def2/J DEFGRID3
* xyz 0 1
C -0.83 -2.45 4.85
Si -1.23 -1.89 3.06
C -0.37 -0.17 2.82
C -3.12 -1.83 2.70
C -3.79 -0.43 3.03
C -4.82 0.04 1.91
C -4.06 0.67 0.68
C -5.00 1.67 -0.12
C -4.56 3.15 0.26
C -3.38 3.53 -0.72
C -2.34 4.57 -0.08
C -1.02 3.78 0.28
C -0.68 3.64 1.71
C 0.52 2.86 2.06
C 1.37 2.27 1.01
C 1.07 2.41 -0.42
C -0.16 3.18 -0.74
S -0.53 3.28 -2.54
C -0.09 1.58 -3.06
C -0.87 0.83 -4.03
C -0.49 -0.54 -4.43
C 0.70 -1.12 -3.77
C 1.48 -0.34 -2.79
C 1.13 1.03 -2.41
N 1.88 1.86 -1.49
S 3.37 1.18 -0.98
C -0.32 -3.08 1.87
C 0.15 -4.44 2.21
C 0.81 -5.23 1.17
C 1.05 -4.74 -0.20
C 0.59 -3.38 -0.53
C -0.07 -2.59 0.51
H 0.12 -3.04 4.87
H -0.66 -1.51 5.46
H -1.67 -3.03 5.31
H 0.55 -0.30 2.19
H -1.09 0.47 2.25
H -0.13 0.26 3.83
H -3.59 -2.60 3.37
H -3.32 -2.10 1.63
H -3.06 0.40 3.23
H -4.39 -0.55 3.99
H -5.45 -0.83 1.57
H -5.50 0.83 2.34
H -3.70 -0.18 0.02
H -3.18 1.26 1.07
H -4.84 1.49 -1.22
H -6.08 1.46 0.11
H -4.32 3.25 1.35
H -5.49 3.79 0.09
H -3.83 4.03 -1.62
H -2.88 2.58 -1.00
H -2.76 5.04 0.85
H -2.08 5.32 -0.86
H -1.32 4.11 2.50
H 0.74 2.75 3.15
H 2.24 1.69 1.36
H -1.76 1.34 -4.47
H -1.08 -1.09 -5.19
H 0.98 -2.15 -4.08
H 2.36 -0.86 -2.35
H 3.13 0.06 -0.19
H 0.00 -4.83 3.24
H 1.16 -6.29 1.41
H 1.57 -5.36 -0.96
H 0.74 -2.98 -1.56
H -0.39 -1.55 0.23
C 3.61 -8.35 -0.19
Cl 2.64 -9.18 -1.42
Cl 4.99 -7.55 -0.98
Cl 2.61 -7.13 0.63
Cl 4.20 -9.53 0.99
C 0.06 7.69 -2.76
Cl -0.13 6.28 -1.70
Cl 1.28 7.35 -3.99
Cl -1.49 8.04 -3.55
Cl 0.56 9.09 -1.80
C 4.67 4.68 1.32
Cl 5.69 3.49 2.15
Cl 3.02 4.04 1.16
Cl 4.65 6.20 2.24
Cl 5.32 4.98 -0.31
C -7.25 3.39 -3.00
Cl -7.99 4.17 -4.41
Cl -6.76 4.63 -1.83
Cl -8.42 2.29 -2.25
Cl -5.82 2.47 -3.52
C -4.03 2.24 6.50
Cl -4.88 3.64 7.18
Cl -3.23 2.71 4.99
Cl -2.80 1.67 7.65
Cl -5.19 0.94 6.19
C -9.27 8.16 -5.33
Cl -8.45 7.90 -3.78
Cl -8.30 9.25 -6.34
Cl -9.46 6.60 -6.16
Cl -10.86 8.88 -5.05
C 6.79 2.43 -3.46
Cl 7.57 2.22 -1.88
Cl 7.87 3.34 -4.53
Cl 6.47 0.84 -4.17
Cl 5.27 3.30 -3.27
C 5.81 -11.64 -2.69
Cl 6.81 -10.76 -1.52
Cl 6.68 -13.07 -3.26
Cl 4.30 -12.14 -1.91
Cl 5.44 -10.58 -4.07
C 2.98 -7.84 -6.02
Cl 3.55 -7.84 -4.34
Cl 3.29 -9.42 -6.75
Cl 1.24 -7.50 -6.05
Cl 3.84 -6.59 -6.94
C -0.71 5.27 8.59
Cl -1.70 4.46 7.36
Cl 0.66 6.09 7.78
Cl -1.69 6.45 9.46
Cl -0.08 4.06 9.73
C 2.33 0.13 -7.33
Cl 3.42 1.53 -7.34
Cl 1.34 0.14 -5.85
Cl 1.27 0.21 -8.75
Cl 3.28 -1.37 -7.39
C 1.73 2.08 6.33
Cl 1.82 0.60 7.31
Cl 2.85 1.95 4.96
Cl 0.08 2.29 5.72
Cl 2.17 3.48 7.33
C 0.35 10.04 10.65
Cl 0.98 10.01 12.31
Cl 0.65 8.48 9.87
Cl -1.39 10.36 10.68
Cl 1.17 11.33 9.74
C 5.46 -2.60 0.04
Cl 3.78 -3.15 -0.11
Cl 6.16 -3.23 1.54
Cl 6.41 -3.18 -1.34
Cl 5.50 -0.82 0.07
C -9.38 -1.36 -4.51
Cl -11.06 -0.88 -4.21
Cl -8.90 -2.59 -3.32
Cl -9.24 -2.03 -6.14
Cl -8.32 0.05 -4.35
C 8.82 -1.39 -6.35
Cl 8.63 -2.79 -5.28
Cl 9.99 -1.78 -7.63
Cl 7.26 -0.99 -7.08
Cl 9.41 -0.01 -5.42
C 4.53 -14.96 1.48
Cl 2.92 -15.69 1.45
Cl 5.41 -15.54 2.91
Cl 5.42 -15.41 0.02
Cl 4.38 -13.19 1.56
*
```

Total energy in eV: -929785.42625
Max |F| in eV Å⁻¹: 3.83
Gap between HOMO and LUMO in eV: 8.014
Highest occupied orbital energy in eV: -8.107

---

No. 2
This record from the Open Molecules 2025 dataset describes a structure of composition C17H16N7O4RuS5. The level of theory is ωB97M-V with the def2-TZVPD basis set.

```
! wB97M-V def2-TZVPD RIJCOSX def2/J DEFGRID3
* xyz 0 2
Ru 0.26 1.26 -0.59
O 2.54 4.71 3.73
C 1.23 4.79 3.74
O 0.61 5.22 4.67
C 0.50 4.32 2.52
C -0.81 4.62 2.23
N -1.13 3.98 1.10
N -0.10 3.27 0.63
C 0.90 3.45 1.47
C 2.21 2.76 1.21
O 3.24 3.26 1.65
O 2.13 1.69 0.53
H 2.92 4.25 2.92
H -1.50 5.25 2.76
H -2.01 4.00 0.60
S 3.32 -0.39 -3.25
C 2.06 -0.35 -2.28
N 1.09 -0.36 -1.61
C -2.97 0.25 -3.41
N -1.97 1.19 -2.96
C -0.83 1.48 -3.59
S 0.26 2.58 -2.83
N -0.60 0.99 -4.80
C 0.57 1.24 -5.61
H -3.78 0.25 -2.68
H -2.57 -0.76 -3.48
H -3.38 0.56 -4.37
H -2.05 1.57 -2.02
H -1.27 0.33 -5.17
H 1.22 1.94 -5.09
H 0.27 1.66 -6.57
H 1.12 0.32 -5.78
S -0.83 -5.04 -0.89
C -0.99 -3.54 -0.23
S -1.61 -2.15 -1.10
C -1.30 -1.15 0.36
N -0.82 -1.85 1.32
N -0.65 -3.14 1.02
C -0.07 -3.96 2.03
C -0.59 -5.21 2.34
C 0.01 -5.95 3.35
C 1.10 -5.45 4.05
C 1.58 -4.19 3.75
C 1.00 -3.43 2.75
S -1.81 0.47 0.48
H -1.45 -5.59 1.83
H -0.40 -6.92 3.60
H 1.56 -6.03 4.83
H 2.42 -3.77 4.30
H 1.36 -2.44 2.51
*
```

Total energy in eV: -93267.38094
Energy above the lowest of the compared OMol25 structures with the same formula, charge and spin in kcal per mole: 63.19
Max |F| in eV Å⁻¹: 1.97
Expectation value of S²: 0.98
Gap between HOMO and LUMO (spin up / spin down) in eV: 5.412 / 5.945
Highest occupied orbital energy (spin up / spin down) in eV: -8.169 / -8.216

---

No. 3
This record from the Open Molecules 2025 dataset describes the molecule C7H8N2O5. The level of theory is ωB97M-V with the def2-TZVPD basis set.

```
! wB97M-V def2-TZVPD RIJCOSX def2/J DEFGRID3
* xyz 0 1
C 0.68 1.83 0.07
C 1.28 1.61 1.34
C 0.28 0.98 -0.87
C 1.90 0.52 1.73
C 0.03 -0.45 -0.60
C -0.94 -0.72 0.59
C -0.28 -1.14 -1.89
N 1.37 -0.96 -0.16
N -2.11 -0.21 0.24
O 2.10 -0.54 0.99
O 1.87 -1.84 -0.76
O -2.34 0.37 -0.84
O -3.22 -0.42 1.08
O -0.77 -1.25 1.69
H 0.49 2.94 -0.22
H 1.11 2.52 2.06
H 0.18 1.39 -1.86
H 2.55 0.58 2.67
H -1.27 -0.92 -2.33
H -0.33 -2.17 -1.86
H 0.44 -0.92 -2.67
H -3.02 -1.20 1.61
*
```

Total energy in eV: -20596.36400
Energy above the lowest of the compared OMol25 structures with the same formula, charge and spin in kcal per mole: 156.11
Max |F| in eV Å⁻¹: 5.03
Gap between HOMO and LUMO (spin up / spin down) in eV: 9.253 / 5.532
Highest occupied orbital energy (spin up / spin down) in eV: -8.715 / -7.315

---

No. 4
This record from the Open Molecules 2025 dataset describes the molecule C2H4N3O4P. The level of theory is ωB97M-V with the def2-TZVPD basis set.

```
! wB97M-V def2-TZVPD RIJCOSX def2/J DEFGRID3
* xyz 0 1
N 1.89 -1.73 0.10
C 0.98 -0.70 0.08
N 1.25 0.52 0.18
C 0.34 1.55 -0.16
O -0.90 1.81 0.62
N -2.03 1.08 0.38
O -1.91 0.58 -1.06
P -1.80 -0.60 0.04
O -2.90 -1.51 -0.02
O -0.34 -1.22 0.12
H 1.71 -2.34 0.84
H 2.85 -1.62 -0.08
H 0.92 2.59 0.07
H -0.07 1.60 -1.12
*
```

Total energy in eV: -24084.61991
Energy above the lowest of the compared OMol25 structures with the same formula, charge and spin in kcal per mole: 16.29
Max |F| in eV Å⁻¹: 4.81
SMILES string: NC1=NCON2O[P@@]2(=O)O1
Gap between HOMO and LUMO in eV: 10.119
Highest occupied orbital energy in eV: -10.011